The following is a DFT calculation (wB97M-V/def2-TZVPD) of 8 unconnected molecules or ions with the total composition C37H77N2O7.

```
123
Properties=species:S:1:pos:R:3:lowdin_charge:R:1
C -78.351 -78.397 -34.082 0.02
N -79.718 -78.159 -34.543 -0.07
C -79.944 -78.374 -35.834 0.05
C -81.145 -77.850 -36.330 0.06
C -82.079 -77.149 -35.469 -0.07
C -81.539 -76.838 -34.033 0.03
C -80.414 -77.411 -33.665 -0.09
C -83.385 -76.870 -35.902 -0.10
C -84.070 -77.733 -36.820 0.06
C -85.185 -77.200 -37.415 0.08
N -85.584 -75.889 -37.149 -0.06
C -85.117 -75.185 -36.094 -0.07
C -84.079 -75.610 -35.409 0.04
C -86.298 -75.147 -38.178 0.02
H -77.736 -77.548 -34.214 0.12
H -78.156 -79.393 -34.094 0.08
H -78.350 -78.326 -33.019 0.09
H -79.409 -79.140 -36.543 0.17
H -81.353 -78.003 -37.278 0.04
H -82.271 -76.401 -33.222 0.16
H -80.430 -77.409 -32.525 0.18
H -83.585 -78.691 -37.238 0.14
H -85.728 -77.596 -38.182 0.11
H -85.789 -74.300 -35.691 0.20
H -83.561 -74.865 -34.714 0.15
H -86.733 -74.388 -37.791 0.02
H -87.114 -75.721 -38.599 0.11
H -85.541 -74.681 -38.924 0.16
C -82.557 -77.218 -39.708 -0.36
O -82.395 -78.550 -39.436 -0.36
H -83.438 -76.803 -39.812 -0.03
H -82.006 -77.025 -40.720 0.09
H -82.087 -76.625 -38.987 0.01
C -83.196 -81.574 -37.302 -0.04
C -83.013 -81.148 -35.882 -0.31
O -84.163 -80.494 -35.408 -0.12
C -84.233 -80.151 -34.111 -0.34
C -85.588 -79.670 -33.789 -0.09
H -82.092 -81.829 -37.637 0.11
H -83.321 -80.698 -37.787 0.00
H -83.998 -82.389 -37.333 0.13
H -82.180 -80.570 -35.749 0.07
H -82.673 -82.124 -35.598 0.12
H -83.625 -79.200 -33.867 0.13
H -83.988 -80.968 -33.418 0.14
H -85.494 -79.206 -32.810 0.08
H -86.397 -80.349 -33.767 0.07
H -85.940 -78.746 -34.291 0.08
C -79.585 -81.250 -38.138 -0.11
C -78.153 -81.243 -38.334 -0.31
O -77.582 -80.446 -37.300 -0.18
C -76.181 -80.207 -37.552 -0.28
C -75.625 -80.247 -36.255 -0.13
H -80.226 -80.188 -38.402 0.14
H -79.906 -81.545 -37.138 0.07
H -80.086 -81.783 -38.923 0.07
H -77.771 -80.959 -39.324 0.12
H -77.866 -82.274 -38.301 0.12
H -76.101 -79.240 -37.905 0.10
H -75.680 -81.041 -38.203 0.17
H -75.675 -81.188 -35.615 0.12
H -75.877 -79.458 -35.591 0.05
H -74.515 -80.135 -36.351 0.10
C -81.154 -73.466 -35.750 -0.02
C -80.819 -74.338 -37.106 -0.23
O -80.111 -73.532 -38.040 -0.17
C -79.867 -74.212 -39.349 -0.22
C -78.966 -73.293 -40.082 -0.06
H -81.950 -72.827 -35.929 0.04
H -80.298 -72.687 -35.625 0.12
H -81.203 -74.132 -35.085 -0.05
H -81.837 -74.544 -37.340 0.09
H -80.279 -75.136 -36.745 0.07
H -80.782 -74.366 -39.724 0.07
H -79.709 -75.179 -38.923 0.10
H -78.651 -73.749 -40.994 0.03
H -77.870 -73.220 -39.668 0.12
H -79.455 -72.247 -40.254 0.13
C -87.151 -77.656 -41.273 -0.05
C -86.156 -76.521 -41.651 -0.16
O -86.955 -75.289 -41.410 -0.16
C -86.182 -74.140 -41.680 -0.34
C -86.917 -72.982 -41.277 -0.06
H -86.731 -78.770 -41.444 0.13
H -88.037 -77.803 -41.658 0.00
H -87.368 -77.558 -40.180 0.06
H -86.305 -76.518 -42.720 0.11
H -85.281 -76.482 -41.154 0.06
H -85.841 -74.112 -42.747 0.14
H -85.164 -74.128 -41.542 0.09
H -87.786 -72.733 -41.709 0.05
H -86.385 -72.151 -41.491 0.06
H -87.112 -73.047 -40.213 0.08
C -78.934 -78.249 -40.683 -0.05
C -79.244 -77.537 -42.034 -0.23
O -78.135 -76.651 -42.452 -0.17
C -78.412 -75.935 -43.669 -0.36
C -77.329 -75.065 -43.763 -0.11
H -79.910 -78.664 -40.180 0.08
H -78.798 -77.537 -40.012 0.00
H -78.377 -79.194 -40.856 0.08
H -80.294 -77.053 -42.173 0.12
H -79.443 -78.225 -42.815 0.08
H -79.357 -75.441 -43.743 0.12
H -78.271 -76.688 -44.506 0.15
H -76.595 -75.809 -43.699 0.08
H -77.334 -74.404 -42.858 0.10
H -77.452 -74.596 -44.697 0.08
C -87.142 -78.549 -45.121 -0.05
C -85.544 -78.691 -45.005 -0.28
O -85.211 -79.296 -43.819 -0.17
C -83.904 -79.147 -43.419 -0.28
C -83.748 -79.787 -42.007 -0.02
H -87.556 -79.530 -44.952 0.05
H -87.434 -77.773 -45.934 0.10
H -87.508 -78.097 -44.125 0.06
H -85.141 -77.664 -44.856 0.11
H -85.075 -79.295 -45.840 0.13
H -83.449 -78.308 -43.167 0.06
H -83.150 -79.577 -44.106 0.13
H -84.260 -80.842 -42.148 0.13
H -84.363 -79.491 -41.484 -0.11
H -82.708 -79.843 -41.619 0.09
```

Summary:
relative energy (zero: lowest compared OMol25 entry of this formula, charge and spin): 1353.40 kJ/mol
gap between HOMO and LUMO: 3.346 eV
net charge: +1